[1]
Entry from the Open Molecules 2025 dataset: C25H28GaNOPS3 as an isolated structure in a non-equilibrium geometry (the ωB97M-V functional and the def2-TZVPD basis).

The geometry in ORCA input format:
```
! wB97M-V def2-TZVPD RIJCOSX def2/J DEFGRID3
* xyz 3 1
Ga -0.60486 -0.24027 0.47757
O -0.47950 2.47175 0.33918
N 0.39020 1.52553 0.87850
C 1.52080 1.90089 1.34368
C 2.53839 0.96814 1.81167
C 3.83296 1.46670 1.85910
C 4.91784 0.61872 2.07996
C 4.70152 -0.72696 2.28346
C 3.39775 -1.23500 2.30272
C 2.31294 -0.40305 2.07721
P 0.67430 -1.11453 2.26830
C -0.14733 -0.37551 3.66518
C 0.60762 0.00899 4.77591
C -0.03744 0.52842 5.88884
C -1.41798 0.67998 5.88834
C -2.17172 0.29439 4.78406
C -1.53666 -0.23686 3.67539
C 0.74685 -2.88126 2.39520
C 0.29932 -3.51733 3.55329
C 0.34601 -4.90382 3.62454
C 0.81900 -5.64091 2.54908
C 1.25902 -5.00472 1.38832
C 1.21672 -3.62622 1.30428
H -0.13619 3.37206 0.47667
H 1.77398 2.96052 1.33180
H 4.00724 2.52349 1.69281
H 5.92263 1.01946 2.07616
H 5.53731 -1.39602 2.44004
H 3.24394 -2.28504 2.51213
H 1.68544 -0.10307 4.77977
H 0.53843 0.81715 6.75815
H -1.91365 1.10164 6.75294
H -3.24749 0.40939 4.79862
H -2.12320 -0.57450 2.82748
H -0.06463 -2.94127 4.39471
H 0.01785 -5.40677 4.52430
H 0.84742 -6.72119 2.60986
H 1.63498 -5.59021 0.55922
H 1.56340 -3.12487 0.40426
C -4.30641 -1.80592 -0.07321
C -4.15996 -0.52780 0.74113
S -2.80249 0.64262 0.41080
C -2.81846 1.04366 -1.33755
C -2.36744 -0.02376 -2.32455
S -0.87634 -0.93504 -1.84209
C -1.45562 -2.65621 -1.57865
C -1.69492 -3.09511 -0.13533
S -3.37681 -3.24350 0.49708
H -4.18471 -1.65181 -1.14212
H -5.33253 -2.15236 0.06985
H -4.06112 -0.76461 1.80132
H -5.03943 0.11264 0.63150
H -2.16071 1.91137 -1.39519
H -3.82791 1.37957 -1.58314
H -2.11625 0.47667 -3.26045
H -3.13543 -0.75646 -2.55189
H -0.65268 -3.25543 -2.00867
H -2.32668 -2.79355 -2.21943
H -1.10626 -2.48393 0.54990
H -1.31460 -4.10881 -0.00941
*
```

Results
strongest force on any atom: 0.0234 hartree/bohr
frontier orbital gap: 7.6 eV

Atom charges from the Mulliken analysis, given in e for atoms 1 to 2:
1. Ga 0.121
2. O -0.546


[2]
Entry from the Open Molecules 2025 dataset: one molecule with the formula C13H9N3O3 in a non-equilibrium geometry (the ωB97M-V functional and the def2-TZVPD basis).

The geometry in ORCA input format:
```
! wB97M-V def2-TZVPD RIJCOSX def2/J DEFGRID3
* xyz 0 1
C -2.04199 -1.55566 -4.07364
C -0.68976 -1.50159 -3.43462
N 0.40380 -1.71385 -4.17659
C 1.68468 -1.56276 -3.66126
O 2.60119 -1.86019 -4.40694
C 1.86215 -1.11633 -2.28957
N 2.92274 -0.83849 -1.57276
O 2.43144 -0.36122 -0.30586
C 1.05118 -0.36944 -0.32235
C 0.12751 0.04380 0.73934
O -0.97402 0.50283 0.42048
C 0.37598 -0.25472 2.16687
C 1.57900 -0.82980 2.62573
C 1.74585 -1.15193 3.98427
C 0.69671 -0.88029 4.88736
C -0.52292 -0.29835 4.46244
C -0.65212 0.02784 3.10766
C 0.64360 -0.83257 -1.56735
N -0.58265 -1.06278 -2.10694
H -1.92322 -1.49866 -5.16297
H -2.48015 -2.51056 -3.80602
H -2.60884 -0.68004 -3.70484
H 2.41786 -0.99871 1.95564
H 2.63619 -1.65299 4.29023
H 0.81958 -1.19824 5.90802
H -1.34475 -0.15666 5.12574
H -1.61302 0.40226 2.82134
H -1.43745 -0.74336 -1.64949
*
```

Results
strongest force on any atom: 0.0679 hartree/bohr
frontier orbital gap: 8.0 eV
energy above the lowest of the compared OMol25 structures with the same formula, charge and spin: 145.36 kJ/mol

Atom charges from the Mulliken analysis, given in e for atoms 1 to 2:
1. C -1.074
2. C 0.643


[3]
Entry from the Open Molecules 2025 dataset: C23H43ClMoN4O3S as an isolated structure in a non-equilibrium geometry (the ωB97M-V functional and the def2-TZVPD basis).

The geometry in ORCA input format:
```
! wB97M-V def2-TZVPD RIJCOSX def2/J DEFGRID3
* xyz -2 3
Mo -0.41332 0.86715 -2.30341
Cl -1.79949 -0.85422 -2.98691
C 1.56094 4.44642 -1.72353
C 0.27408 2.69274 -1.74935
N 1.51872 3.09558 -2.03884
H 0.02780 5.74889 -0.77822
N -0.31860 3.58811 -0.93691
H 2.43138 5.09577 -2.07030
C 2.49119 1.96940 -2.49949
C 3.21336 2.54496 -3.72047
C 3.42339 1.53134 -1.36919
H 3.75942 3.44837 -3.41219
H 3.91695 1.80750 -4.13634
H 2.46230 2.79245 -4.48961
H 2.41715 -0.03515 -3.31094
H 0.99631 0.79029 -3.80687
H 2.88187 1.06323 -0.52676
C 1.70349 0.68568 -2.88928
H 3.99278 2.38135 -0.98964
H 4.13217 0.77802 -1.76277
H 1.22537 -0.06843 -2.06089
C 0.42495 4.79327 -1.10943
C -1.30740 3.54115 1.31829
H -0.94507 4.57810 1.43318
H -2.24127 3.43424 1.90364
C -1.55600 3.17484 -0.15849
H -2.75900 1.35687 0.00115
C -2.71765 3.98944 -0.74815
H -2.88238 3.71645 -1.80332
H -0.56068 2.83844 1.71918
H -1.06778 1.01453 0.30325
H -2.50839 5.07038 -0.69547
H -3.67616 3.81757 -0.21825
C -1.73817 1.63670 -0.33814
H -1.94172 1.15975 -1.34088
C -0.45795 -4.87521 0.90005
N 0.13948 -3.66524 0.56739
H -2.29605 -5.22958 2.04847
N -1.70132 -3.16651 1.64401
H -0.01117 -5.76425 0.65057
C 1.25145 -3.31662 -0.47012
C 2.32951 -4.26978 -0.09676
C 0.87599 -3.47275 -1.93095
H 2.01180 -5.28598 -0.32011
H 3.22847 -4.07112 -0.66641
H 2.57918 -4.19439 0.95901
H 2.13727 -1.50605 -1.23706
H 2.27686 -1.61654 0.49430
H 0.12057 -2.73797 -2.22713
C 1.59954 -1.84625 -0.33068
H 0.56719 -4.47867 -2.20373
H 1.78944 -3.24353 -2.50153
H 0.67913 -1.28820 -0.28085
C -1.62050 -4.56944 1.60231
C -3.58130 -1.60447 0.67826
H -4.18953 -2.32356 0.13685
H -4.29126 -0.84980 1.05623
C -2.80931 -2.15735 1.87710
H -2.97077 -0.26971 2.87088
C -3.73915 -2.88445 2.79212
H -3.14668 -3.26370 3.64071
H -2.94988 -1.08240 -0.03546
H -1.52841 -0.43173 1.91882
H -4.22787 -3.71781 2.26093
H -4.50899 -2.20956 3.18883
C -2.20101 -0.97099 2.56164
H -1.64441 -1.24787 3.44200
C -0.49970 -2.70564 1.19475
C 1.61562 1.21555 3.90171
S 1.49407 0.24896 2.39506
O 2.83769 0.14758 1.87447
O 0.91443 -1.04825 2.83366
O 0.58432 1.03191 1.52276
H 2.20658 0.66789 4.64006
H 0.61391 1.40404 4.29458
H 2.10224 2.15827 3.64863
*
```

Results
expectation value of S²: 2.208
strongest force on any atom: 0.0882 hartree/bohr
frontier orbital gap (spin up / spin down): 3.9 / 2.6 eV

Atom charges from the Mulliken analysis, given in e for atoms 1 to 2:
1. Mo -0.471
2. Cl -0.751


[4]
Entry from the Open Molecules 2025 dataset: C22H26N2O2PdS as an isolated structure (the ωB97M-V functional and the def2-TZVPD basis).

The geometry in ORCA input format:
```
! wB97M-V def2-TZVPD RIJCOSX def2/J DEFGRID3
* xyz -2 1
Pd 0.24763 -0.45713 -0.34960
C 2.38545 1.76130 -0.90511
C 3.21519 0.61520 -0.85748
C 2.88564 -0.11748 0.28865
C 1.83393 0.57291 0.97615
C 1.54352 1.75161 0.21534
C 0.64517 2.87561 0.63935
C 1.55079 0.38338 2.44301
C 3.56774 -1.34940 0.80263
C 4.19431 0.22626 -1.92709
C 2.36125 2.76967 -2.01487
H 1.21444 3.75790 0.96209
H 0.00881 2.57830 1.47645
H -0.02295 3.19917 -0.16639
H 2.27970 0.91636 3.07955
H 1.59548 -0.67356 2.71652
H 0.55699 0.74052 2.72433
H 4.16860 -1.14938 1.70289
H 4.24501 -1.76784 0.05204
H 2.84803 -2.13602 1.05844
H 5.14256 0.77756 -1.85789
H 3.78839 0.41579 -2.92748
H 4.43857 -0.83951 -1.88174
H 3.22730 3.44665 -1.99425
H 1.46318 3.39107 -1.96197
H 2.35557 2.28886 -2.99975
C -3.93588 0.86242 3.66241
C -3.70120 0.56914 2.19874
C -4.71038 0.03224 1.40513
C -4.48700 -0.22691 0.05913
C -3.25562 0.06380 -0.51887
C -2.23795 0.60622 0.26139
C -2.47309 0.84603 1.61030
S -3.05777 -0.34589 -2.27331
O -3.55869 0.81919 -2.97938
O -3.87668 -1.54962 -2.40295
N -1.55254 -0.53223 -2.59519
C -0.76202 -1.48421 -1.94894
C -1.22417 -2.44238 -0.97804
C -0.42517 -3.51705 -0.63292
C 0.84375 -3.66248 -1.20243
C 1.26773 -2.64335 -2.03603
N 0.52678 -1.59529 -2.42202
H -4.70826 0.21060 4.07735
H -4.26096 1.89641 3.81236
H -3.02142 0.71987 4.24153
H -5.67330 -0.20402 1.85012
H -5.25240 -0.68155 -0.55759
H -1.25447 0.83288 -0.17894
H -1.67077 1.24745 2.22092
H -2.25046 -2.40025 -0.64343
H -0.80947 -4.26319 0.05386
H 1.50043 -4.48293 -0.94547
H 2.28074 -2.65273 -2.43153
*
```

Results
strongest force on any atom: 0.0080 hartree/bohr
frontier orbital gap: 4.8 eV

Atom charges from the Mulliken analysis, given in e for atoms 1 to 2:
1. Pd -0.488
2. C 0.710


[5]
Entry from the Open Molecules 2025 dataset: one molecule with the formula C3H5N3 in a non-equilibrium geometry (the ωB97M-V functional and the def2-TZVPD basis).

The geometry in ORCA input format:
```
! wB97M-V def2-TZVPD RIJCOSX def2/J DEFGRID3
* xyz 0 1
C 1.63969 -0.27719 -0.01459
N 0.19995 -0.19262 0.03772
C -0.62830 0.85302 0.02919
C -1.88619 0.26758 0.01574
N -1.76137 -1.09379 -0.01381
N -0.48303 -1.35100 0.02358
H 1.97122 -0.96849 -0.81907
H 2.04217 -0.65277 0.97531
H 1.99891 0.74621 -0.13056
H -0.25776 1.89898 -0.11115
H -2.83527 0.77006 0.00764
*
```

Results
strongest force on any atom: 0.0306 hartree/bohr
frontier orbital gap: 10.5 eV
energy above the lowest of the compared OMol25 structures with the same formula, charge and spin: 132.98 kJ/mol

Atom charges from the Mulliken analysis, given in e for atoms 1 to 2:
1. C -0.691
2. N 0.544


[6]
Entry from the Open Molecules 2025 dataset: C9H10CdN2O as an isolated structure in a non-equilibrium geometry (the ωB97M-V functional and the def2-TZVPD basis).

The geometry in ORCA input format:
```
! wB97M-V def2-TZVPD RIJCOSX def2/J DEFGRID3
* xyz -2 1
C 2.09841 1.14548 -0.90685
C 1.95346 1.61940 0.42737
C 0.73728 2.35999 0.50600
C 0.14259 2.36515 -0.79466
C 0.98503 1.61299 -1.66555
Cd -0.54241 -0.24124 0.31362
C 1.02915 -1.73576 1.09189
C 1.14389 -2.30557 -0.27221
C 2.21769 -3.10008 -0.66325
N 0.08749 -1.95636 -1.03695
H 0.38882 2.93090 1.36098
H 2.67172 1.48936 1.23139
H -0.73625 2.93491 -1.08181
H 0.84771 1.49057 -2.73758
H 2.95739 0.60521 -1.29826
H 1.96340 -1.46073 1.57316
H 0.13484 -2.19277 -2.02763
H 0.39061 -2.31314 1.77143
H 3.01876 -3.30178 0.03796
H 2.23824 -3.46333 -1.68046
O -4.86444 0.70870 1.14304
C -3.69908 0.55379 0.93057
N -2.52975 0.39716 0.71610
*
```

Results
strongest force on any atom: 0.0565 hartree/bohr
frontier orbital gap: 5.5 eV

Atom charges from the Mulliken analysis, given in e for atoms 1 to 2:
1. C -0.448
2. C -0.320


| no. | DFT total energy (eV) |
| --- | --- |
| 1 | -124060.968 |
| 2 | -24237.883 |
| 3 | -61858.214 |
| 4 | -44625.044 |
| 5 | -7661.077 |
| 6 | -19084.912 |